[1]
{
  "formula": "C4H12O",
  "method": "the ωB97M-V functional and the def2-TZVPD basis",
  "elements": ["C", "C", "O", "H", "H", "H", "H", "H", "H", "C", "C", "H", "H", "H", "H", "H", "H"],
  "positions_angstrom": [[0.79576, -1.77665, -0.63360], [1.66514, -0.73935, -1.33593], [0.94466, 0.43748, -1.61591], [-0.15586, -1.94854, -1.13623], [1.25436, -2.75193, -0.49284], [0.59992, -1.40040, 0.37931], [1.88834, -1.15455, -2.32464], [2.58593, -0.53224, -0.80121], [0.62112, 0.95053, -0.88272], [-1.12982, 1.14961, 2.23563], [-2.12793, 0.90536, 1.09128], [-1.32883, 2.09569, 2.73401], [-0.14458, 1.18802, 1.76690], [-1.07779, 0.33055, 2.95088], [-1.65887, 0.89778, 0.10449], [-2.67507, -0.03035, 1.17522], [-2.91384, 1.65861, 0.94498]],
  "forces_ev_per_angstrom": [[-0.0063, 0.3706, 0.9996], [-0.8324, -0.8545, -0.4932], [-0.0683, 0.3773, -1.1613], [0.0606, 0.2604, -0.1283], [0.3894, -0.0224, -0.1842], [-0.2754, -0.1440, -0.0755], [0.3613, 0.3004, 0.1050], [0.2134, -0.0428, 0.1599], [0.1405, -0.2272, 0.8001], [0.0656, -0.0245, -0.8842], [-0.6867, 0.0656, -0.5645], [0.1339, -0.0951, 0.1683], [0.1594, 0.2482, 0.3516], [-0.2697, 0.1060, 0.0853], [0.2600, -0.2177, 0.1326], [0.1127, -0.1940, 0.1124], [0.2419, 0.0936, 0.5764]],
  "charge": 0,
  "spin_multiplicity": 1,
  "smiles": "CCO.CC",
  "e_lumo_ev": 0.954,
  "gap_ev": 11.36,
  "e_homo_ev": -10.41
}

[2]
{
  "formula": "C4H12O2",
  "method": "the ωB97M-V functional and the def2-TZVPD basis",
  "elements": ["C", "C", "C", "C", "H", "H", "H", "H", "H", "H", "H", "H", "O", "H", "H", "O", "H", "H"],
  "positions_angstrom": [[2.26207, 1.19404, -0.03736], [0.77681, 1.09410, -0.22482], [0.31403, 0.34470, -1.27361], [-1.13612, -0.01246, -1.45459], [2.57387, 2.21640, -0.28405], [2.75739, 0.31322, -0.52003], [2.43341, 1.07330, 1.07160], [0.15358, 1.80010, 0.32940], [0.96503, -0.01942, -2.03109], [-1.69400, -0.29796, -0.56596], [-1.69938, 0.79797, -2.07457], [-1.13305, -0.91236, -2.06833], [0.87786, -2.78789, 1.43671], [1.46989, -3.06741, 0.68084], [1.36084, -2.14937, 1.98489], [-3.26740, -0.21258, 1.65315], [-4.16950, -0.03975, 1.93862], [-2.84533, 0.66536, 1.43918]],
  "forces_ev_per_angstrom": [[-0.3404, -0.4164, 1.6597], [0.1477, -0.9453, -2.8328], [-1.1040, 1.6816, 2.9162], [-0.5947, 0.9401, -1.8542], [0.5883, -0.4698, -0.2522], [-0.0925, 1.2839, 0.0706], [0.1735, 0.1540, -0.9596], [-0.1632, -0.7661, 0.2414], [0.8137, -0.5472, -0.1307], [0.1456, 0.4452, 0.2126], [0.7462, -1.3385, 1.1394], [-0.3144, -0.0378, -0.1942], [0.8772, -0.4014, -1.0096], [-0.8710, 0.7308, 1.5015], [-0.0135, -0.3299, -0.5042], [0.8444, 1.1724, -0.3868], [0.0844, 0.2338, -0.0502], [-0.9274, -1.3894, 0.4333]],
  "charge": 0,
  "spin_multiplicity": 1,
  "smiles": "C/C=C/C.O.O",
  "e_lumo_ev": 0.835,
  "gap_ev": 9.61,
  "e_homo_ev": -8.78
}

[3]
{
  "formula": "C4H12O2",
  "method": "the ωB97M-V functional and the def2-TZVPD basis",
  "elements": ["C", "O", "C", "C", "C", "H", "H", "H", "H", "H", "H", "H", "H", "H", "H", "H", "H", "O"],
  "positions_angstrom": [[0.80024, 0.78767, -0.25331], [0.76182, 1.76671, 0.72987], [-0.39471, -0.16177, -0.43805], [0.03842, -1.26759, -1.46883], [0.90044, -2.35411, -0.87114], [0.91026, 1.18168, -1.27271], [1.60796, 0.11950, 0.09226], [0.13016, 2.55355, 0.54788], [-1.25262, 0.31356, -0.90508], [-0.71802, -0.59020, 0.53840], [0.50561, -0.85021, -2.35806], [-0.87534, -1.74281, -1.83308], [1.73437, -2.12540, -0.16581], [1.36122, -2.86380, -1.74455], [0.28600, -3.10085, -0.39850], [-2.10665, 2.95656, 2.49371], [-1.67766, 2.94835, 4.02062], [-2.01149, 2.42916, 3.28641]],
  "forces_ev_per_angstrom": [[2.5733, 0.7736, 1.2742], [-1.8489, 0.3377, -1.0676], [-2.6280, -2.1312, -0.7781], [0.4395, 0.5352, 1.1696], [1.0350, -0.8784, -0.7898], [-0.0285, 0.4429, 0.1207], [-0.1135, 0.3789, -0.4258], [1.1834, -1.4007, 0.0446], [-0.0135, 0.6361, 0.2900], [0.5330, 0.4104, -0.4894], [0.0376, 0.3669, 0.0514], [-0.2741, 0.2512, 0.1641], [-0.6311, 0.3570, -0.5684], [-0.0107, 0.0966, 0.6695], [-0.2417, -0.2223, 0.3997], [-0.0886, 0.5654, 0.3348], [-0.0285, 0.3986, -0.1990], [0.1053, -0.9179, -0.2005]],
  "s_squared": 0.755,
  "charge": 1,
  "spin_multiplicity": 2,
  "e_lumo_ev": [-3.904, -9.933],
  "gap_ev": [10.85, 4.79],
  "e_homo_ev": [-14.75, -14.73]
}

[4]
{
  "formula": "C4H12O2P2",
  "method": "the ωB97M-V functional and the def2-TZVPD basis",
  "elements": ["C", "P", "C", "O", "P", "C", "C", "O", "H", "H", "H", "H", "H", "H", "H", "H", "H", "H", "H", "H"],
  "positions_angstrom": [[-0.57803, -2.15246, 1.42174], [-0.99441, -1.83937, -0.35769], [-2.50054, -0.78670, -0.13422], [0.16650, -0.67264, -0.74387], [0.62872, 0.71920, -0.05257], [2.36893, 0.44329, 0.43521], [0.63257, 1.93177, -1.42022], [-0.21523, 1.12735, 1.06634], [-1.33397, -2.81169, 1.84321], [-0.53686, -1.21903, 1.98011], [0.38734, -2.65771, 1.47586], [-3.33705, -1.43440, 0.12636], [-2.73126, -0.29865, -1.08357], [-2.35010, -0.03171, 0.63526], [2.65634, 1.31362, 1.02205], [2.42158, -0.43910, 1.06779], [3.02770, 0.33131, -0.41861], [1.21977, 1.60883, -2.27460], [-0.40014, 2.11066, -1.71692], [1.04582, 2.85400, -1.00952]],
  "forces_ev_per_angstrom": [[0.0413, 0.1860, -0.4865], [-0.0293, 0.3190, 0.3842], [0.4080, -0.0898, -0.0584], [0.2831, 0.4211, -0.0100], [0.6027, -0.6067, -1.0645], [-0.7391, 0.1778, -0.1754], [0.0280, -0.4422, 0.5906], [-0.5578, 0.3868, 0.8700], [-0.0827, -0.0642, 0.0440], [-0.0576, 0.0268, 0.0635], [-0.0299, -0.0374, -0.0001], [-0.0364, -0.0636, 0.0141], [-0.0124, -0.0557, 0.0256], [-0.0150, 0.0073, 0.0167], [0.1047, 0.0366, 0.0093], [-0.0198, -0.0687, 0.0264], [0.0724, -0.0556, -0.1288], [0.0420, -0.0789, -0.0475], [0.0053, -0.0233, -0.0031], [-0.0075, 0.0247, -0.0701]],
  "charge": 0,
  "spin_multiplicity": 1,
  "smiles": "CP(C)OP(C)(C)=O",
  "e_lumo_ev": 0.848,
  "gap_ev": 9.64,
  "e_homo_ev": -8.79
}

[5]
{
  "formula": "C4H12O2S",
  "method": "the ωB97M-V functional and the def2-TZVPD basis",
  "elements": ["O", "C", "C", "C", "C", "S", "H", "H", "H", "H", "H", "H", "H", "H", "H", "H", "O", "H", "H"],
  "positions_angstrom": [[-2.06307, 0.24187, 2.23380], [-0.79647, -0.31595, 1.97615], [-0.73071, -1.00285, 0.59826], [0.53122, -0.65971, -0.20329], [0.57148, -1.26231, -1.64151], [1.40284, -0.15703, -2.78938], [-2.13227, 0.96343, 1.60019], [-0.43742, -1.04798, 2.71959], [0.01585, 0.41862, 2.03356], [-0.92010, -2.07349, 0.74181], [-1.65128, -0.77647, 0.06052], [0.64434, 0.42542, -0.33354], [1.31268, -1.04475, 0.43011], [-0.47442, -1.27154, -1.93783], [0.97444, -2.27800, -1.63821], [2.66773, -0.00910, -2.29339], [0.24557, 3.21789, -0.16535], [-0.22242, 2.98822, -0.95903], [1.06201, 3.64372, -0.43248]],
  "forces_ev_per_angstrom": [[0.2313, -0.1242, 0.3542], [1.5027, -0.5611, -0.5134], [-0.8587, -0.1694, -0.1775], [-0.6175, -0.4217, -0.1944], [0.1487, 0.2856, 1.7583], [0.4203, 0.2732, -0.7422], [-0.2414, 0.0873, 0.1309], [-1.0694, 0.2241, 0.2026], [-0.2826, 0.4708, -0.1746], [0.7490, -0.1492, -0.0626], [-0.0298, 0.7020, -0.2723], [-0.1196, -0.2325, 0.4622], [0.9549, 0.0919, -0.1224], [0.0505, -0.1592, -0.6021], [-0.1050, 0.1594, -0.2020], [-0.7206, -0.4145, 0.1725], [0.0901, 0.0205, 0.8078], [-0.1479, -0.0911, -0.6518], [0.0448, 0.0080, -0.1735]],
  "charge": 0,
  "spin_multiplicity": 1,
  "smiles": "OCCCCS.O",
  "e_lumo_ev": 0.591,
  "gap_ev": 9.76,
  "e_homo_ev": -9.17
}

[6]
{
  "formula": "C4H12O2S2",
  "method": "the ωB97M-V functional and the def2-TZVPD basis",
  "elements": ["C", "S", "O", "C", "H", "H", "H", "H", "H", "H", "C", "S", "O", "C", "H", "H", "H", "H", "H", "H"],
  "positions_angstrom": [[10.64960, -26.84898, 2.61115], [9.04483, -27.29961, 3.37481], [9.47227, -28.65776, 3.97445], [9.20092, -26.13167, 4.78647], [10.39152, -26.66070, 1.56901], [11.38762, -27.65113, 2.61239], [11.03752, -25.86766, 2.88432], [9.22037, -25.09154, 4.46113], [10.03928, -26.51685, 5.36687], [8.33894, -26.27217, 5.43867], [6.16749, -16.95192, 5.28908], [6.29495, -18.50750, 6.28751], [6.10776, -19.51780, 5.19802], [8.10445, -18.44204, 6.62089], [6.23828, -15.99375, 5.80387], [5.18519, -17.03271, 4.82359], [6.86803, -16.83951, 4.46160], [8.50622, -18.11672, 5.66129], [8.56885, -19.40994, 6.80956], [8.29333, -17.60361, 7.29132]],
  "forces_ev_per_angstrom": [[-0.7204, 1.1901, -1.6238], [2.6850, -1.7868, 1.7664], [-1.4888, 1.5370, -0.6484], [-0.7221, -0.7088, 0.0634], [0.0719, -0.2779, -0.3500], [-0.3830, -0.0159, 0.6097], [0.1047, -0.2374, 0.6812], [0.3481, -0.1117, 0.0185], [0.3414, 0.4294, -0.2940], [-0.2422, -0.0144, -0.2235], [-0.1306, 0.4478, 0.1222], [0.5706, 0.2635, -1.4453], [0.0592, -0.0754, 0.7184], [-0.3459, 0.8776, -1.3412], [-0.1952, -0.2189, 0.5992], [-0.0904, -0.0487, 0.2346], [0.3629, -0.8217, 0.1142], [0.1204, -0.0907, -0.1374], [-0.4725, 0.1333, 0.6320], [0.1270, -0.4703, 0.5039]],
  "charge": 0,
  "spin_multiplicity": 1,
  "e_lumo_ev": 0.706,
  "gap_ev": 9.75,
  "e_homo_ev": -9.05
}

[7]
{
  "formula": "C4H12O3",
  "method": "the ωB97M-V functional and the def2-TZVPD basis",
  "elements": ["C", "O", "C", "C", "C", "O", "H", "H", "H", "H", "H", "H", "H", "H", "H", "H", "H", "H", "O"],
  "positions_angstrom": [[-0.11331, -1.44468, -0.54936], [-0.43993, -2.79675, -0.97659], [-1.36910, -0.56527, -0.51605], [-1.58874, 0.26004, 0.86398], [-0.68960, 1.47780, 1.08437], [0.69097, 1.13462, 1.25592], [0.24554, -1.54184, 0.59033], [0.82734, -0.99158, -1.05898], [-0.35719, -2.91539, -1.87730], [-2.36355, -1.18337, -0.82287], [-1.30239, 0.00207, -1.33377], [-1.40297, -0.46435, 1.78778], [-2.62053, 0.53726, 1.01574], [-0.93804, 1.86398, 2.14074], [-0.87957, 2.30485, 0.39443], [0.82455, 0.53891, 2.11442], [4.01653, 0.69633, -1.87350], [3.51026, 1.47400, -0.69174], [3.94970, 1.61337, -1.54757]],
  "forces_ev_per_angstrom": [[1.6106, -1.1137, 2.3507], [0.1306, 1.8456, 3.7419], [-1.5306, -2.2829, 2.2039], [-0.0297, -3.5595, 1.4150], [1.5177, 0.3103, 0.8365], [-1.3433, -0.4478, 1.4742], [-0.6345, -0.2088, -2.3272], [-1.8947, -0.7325, 0.3449], [0.3814, -0.0883, -3.1508], [2.1001, 1.0822, 1.5581], [0.1215, 3.1161, -2.9779], [-0.2586, 1.1444, -2.0155], [-0.2684, 0.4812, -0.2349], [-0.2706, -0.5310, -0.6966], [0.8750, -0.3189, -0.2235], [-0.5251, 1.3179, -2.3017], [0.1920, 0.6188, -0.0876], [0.3113, 0.3477, -0.3010], [-0.4846, -0.9806, 0.3915]],
  "s_squared": 0.755,
  "charge": 1,
  "spin_multiplicity": 2,
  "e_lumo_ev": [-4.174, -10.257],
  "gap_ev": [10.06, 3.97],
  "e_homo_ev": [-14.23, -14.23]
}

[8]
{
  "formula": "C4H12O3",
  "method": "the ωB97M-V functional and the def2-TZVPD basis",
  "elements": ["C", "C", "C", "O", "C", "O", "H", "H", "H", "H", "H", "H", "H", "H", "H", "H", "H", "H", "O"],
  "positions_angstrom": [[0.96854, 0.70788, -1.03085], [1.74670, -0.54307, -0.53790], [1.91748, -0.46746, 0.98931], [2.82860, -1.36601, 1.46857], [-0.52107, 0.47260, -1.06914], [-1.01623, 0.13790, 0.18536], [1.16532, 1.46426, -0.25457], [1.25781, 0.94656, -2.04415], [1.25857, -1.48125, -0.83559], [2.74747, -0.55875, -0.97865], [2.21929, 0.57933, 1.22703], [1.00787, -0.66726, 1.52331], [3.66806, -1.31275, 0.98217], [-1.11813, 1.27303, -1.52826], [-0.69136, -0.45098, -1.68538], [-1.87752, 0.57164, 0.29892], [-4.89102, -0.08410, -0.00893], [-5.71348, 1.18181, -0.25550], [-4.83141, 0.88104, -0.00007]],
  "forces_ev_per_angstrom": [[-0.4389, -0.5418, 1.2544], [0.3182, -0.0415, -1.2867], [-0.4200, -0.1499, 0.8774], [0.0733, -0.1804, -0.2282], [-0.3021, -0.6025, -0.4249], [-0.0962, 0.5529, 0.5357], [0.0482, 0.3951, -0.7757], [0.3523, 0.2976, -0.1376], [0.0811, 0.1205, 0.2608], [-0.0397, 0.1115, -0.0090], [0.2258, 0.0039, -0.2589], [-0.5021, 0.0210, 0.1727], [0.1912, 0.0644, 0.0513], [0.3056, -0.0829, -0.0360], [0.1368, 0.3661, -0.1859], [-0.0806, -0.2654, 0.1900], [-0.1302, 0.2398, 0.0238], [0.1920, -0.0003, 0.0631], [0.0852, -0.3083, -0.0862]],
  "s_squared": 0.756,
  "charge": 1,
  "spin_multiplicity": 2,
  "e_lumo_ev": [-2.870, -9.884],
  "gap_ev": [11.54, 4.19],
  "e_homo_ev": [-14.41, -14.07]
}

Sequential relative energy (zero: lowest compared OMol25 entry of this formula, charge and spin) output: 0.680; 1.340; 1.342; 0.000; 0.652; 2.435; 3.657; 1.790 eV